This record from the Open Molecules 2025 dataset describes a 11-piece molecular cluster, C36H99N13O16 overall in a non-equilibrium geometry. The level of theory is wB97M-V/def2-TZVPD.

E_tot: -91065.591 eV
Gap between HOMO and LUMO: 8.477 eV
2S+1: 1
M: 970.26 g/mol
SMILES: COCCNCCOC.COCCNCCOC.COCCNCCOC.COCCNCCOC.COCCNCCOC.NC(N)=O.NC(N)=O.NC(N)=O.NC(N)=O.CO.CO
Relative energy (zero: lowest compared OMol25 entry of this formula, charge and spin): 0.0000 eV

Atoms and positions in Å:
C -1.86 -3.44 1.84
O -1.49 -4.49 0.97
C -1.23 -4.03 -0.33
C -0.90 -5.23 -1.22
N 0.35 -5.91 -0.93
C 0.53 -7.12 -1.75
C 0.60 -6.87 -3.25
O -0.69 -6.73 -3.83
C -0.62 -6.61 -5.26
H -1.05 -2.73 2.03
H -2.20 -3.84 2.80
H -2.71 -2.85 1.47
H -0.42 -3.32 -0.51
H -2.13 -3.49 -0.65
H -0.94 -4.97 -2.28
H -1.76 -5.92 -1.18
H 0.41 -6.17 0.05
H -0.25 -7.86 -1.55
H 1.52 -7.52 -1.51
H 1.13 -7.69 -3.75
H 1.20 -5.99 -3.51
H 0.22 -5.99 -5.55
H -1.56 -6.14 -5.56
H -0.63 -7.63 -5.64
C 3.65 0.55 -3.37
O 4.55 0.45 -2.30
C 4.91 1.77 -1.83
C 6.00 1.65 -0.76
N 7.18 0.94 -1.27
C 8.26 0.90 -0.27
C 9.39 0.06 -0.84
O 9.99 0.75 -1.92
C 10.96 -0.08 -2.56
H 4.08 1.09 -4.23
H 2.76 1.07 -3.00
H 3.34 -0.46 -3.67
H 4.00 2.22 -1.41
H 5.17 2.47 -2.64
H 5.58 1.13 0.10
H 6.21 2.67 -0.42
H 7.48 1.60 -1.99
H 7.88 0.44 0.64
H 8.69 1.88 -0.06
H 8.97 -0.89 -1.21
H 10.10 -0.31 -0.09
H 10.45 -0.85 -3.13
H 11.63 -0.46 -1.78
H 11.57 0.54 -3.22
C -7.53 -1.84 -0.53
O -7.18 -1.01 -1.63
C -8.08 0.05 -1.82
C -7.65 1.09 -2.85
N -6.35 1.69 -2.56
C -6.01 2.81 -3.43
C -4.84 3.55 -2.83
O -5.26 4.10 -1.57
C -4.28 4.82 -0.89
H -7.82 -1.22 0.32
H -6.73 -2.56 -0.33
H -8.37 -2.49 -0.81
H -8.24 0.64 -0.91
H -9.04 -0.33 -2.17
H -8.40 1.89 -2.99
H -7.63 0.62 -3.84
H -6.28 1.84 -1.57
H -6.87 3.49 -3.52
H -5.79 2.43 -4.42
H -4.53 4.37 -3.48
H -3.93 2.96 -2.74
H -4.07 5.82 -1.29
H -3.33 4.27 -0.90
H -4.62 4.94 0.14
C 1.63 4.14 0.29
O 1.82 3.56 1.58
C 0.85 3.96 2.52
C 0.95 3.18 3.83
N 0.39 1.84 3.66
C 0.47 1.09 4.92
C -0.16 -0.29 4.77
O 0.48 -1.23 3.91
C 1.61 -1.87 4.47
H 1.40 5.19 0.47
H 0.73 3.71 -0.18
H 2.44 3.87 -0.38
H -0.15 3.84 2.07
H 1.09 5.00 2.78
H 0.35 3.74 4.54
H 2.02 3.23 4.09
H 0.95 1.31 2.98
H -0.05 1.75 5.62
H 1.47 0.90 5.34
H -1.11 -0.15 4.24
H -0.46 -0.86 5.66
H 1.98 -2.60 3.74
H 1.39 -2.45 5.37
H 2.48 -1.24 4.64
C -3.82 -0.76 -1.06
O -3.22 0.08 -0.07
C -2.81 1.33 -0.53
C -1.78 1.95 0.44
N -0.44 1.36 0.39
C -0.35 0.02 0.95
C 1.08 -0.46 0.91
O 1.87 0.33 1.76
C 3.22 -0.06 1.85
H -3.12 -0.83 -1.90
H -4.75 -0.33 -1.42
H -3.98 -1.76 -0.66
H -3.63 2.02 -0.77
H -2.32 1.30 -1.52
H -2.17 1.96 1.46
H -1.77 2.99 0.10
H 0.21 1.96 0.89
H -0.99 -0.61 0.32
H -0.80 0.02 1.95
H 1.37 -0.49 -0.15
H 1.08 -1.50 1.26
H 3.70 0.20 0.91
H 3.28 -1.12 2.11
H 3.73 0.47 2.66
C -5.77 1.92 2.05
O -4.90 1.47 2.81
N -6.46 3.06 2.33
N -6.07 1.40 0.84
H -7.13 3.43 1.68
H -6.31 3.60 3.16
H -5.41 0.72 0.49
H -6.79 1.88 0.34
C 3.15 -3.18 -0.93
O 4.02 -2.39 -1.32
N 2.53 -4.08 -1.69
N 2.85 -3.25 0.38
H 1.86 -4.70 -1.24
H 2.79 -4.16 -2.65
H 2.22 -3.93 0.76
H 3.30 -2.58 0.98
C 5.90 -1.60 2.36
O 6.31 -1.36 1.23
N 5.23 -2.74 2.64
N 6.05 -0.79 3.44
H 4.93 -2.99 3.57
H 5.11 -3.39 1.88
H 5.91 -1.12 4.37
H 6.44 0.12 3.27
C -2.97 3.25 5.06
O -2.15 3.93 5.68
N -2.64 2.55 3.92
N -4.24 3.01 5.43
H -3.35 2.02 3.43
H -1.64 2.42 3.83
H -4.80 2.43 4.82
H -4.62 3.41 6.27
C -1.07 4.37 -2.80
O -1.55 3.15 -3.36
H -1.15 4.29 -1.72
H -0.04 4.56 -3.10
H -1.63 5.23 -3.16
H -0.95 2.42 -3.15
C 0.20 -0.01 -2.86
O 0.42 1.25 -2.28
H -0.86 -0.26 -2.99
H 0.66 0.06 -3.86
H 0.82 -0.83 -2.47
H 0.19 1.23 -1.32



This record from the Open Molecules 2025 dataset describes a 11-piece molecular cluster, C36H99N9O16 overall in a non-equilibrium geometry. The level of theory is wB97M-V/def2-TZVPD.

<S²>: 0.7503
E_tot: -85098.831 eV
Net charge: -1
Gap between HOMO and LUMO (alpha / beta): 1.205 / 8.718 eV
2S+1: 2
M: 914.23 g/mol
Relative energy (zero: lowest compared OMol25 entry of this formula, charge and spin): 0.0000 eV

Atoms and positions in Å:
C 39.97 -24.63 11.66
O 40.75 -23.72 12.51
C 41.28 -24.31 13.67
C 42.27 -23.38 14.30
N 41.53 -22.22 14.73
C 42.27 -21.07 14.93
C 41.41 -19.99 15.62
O 40.36 -19.43 14.80
C 39.83 -18.22 15.39
H 39.25 -25.24 12.20
H 40.57 -25.35 11.09
H 39.35 -23.99 11.04
H 41.73 -25.27 13.46
H 40.47 -24.52 14.37
H 43.05 -23.13 13.58
H 42.70 -23.94 15.12
H 40.89 -22.06 13.96
H 42.81 -20.78 14.03
H 43.13 -21.26 15.57
H 42.06 -19.21 16.01
H 40.90 -20.38 16.50
H 39.07 -17.73 14.78
H 40.61 -17.48 15.58
H 39.26 -18.46 16.29
C 32.79 -25.64 6.09
O 33.58 -26.40 5.15
C 32.85 -27.18 4.28
C 33.86 -27.87 3.40
N 34.39 -28.98 4.18
C 33.58 -30.18 4.30
C 33.72 -31.03 2.98
O 33.53 -32.41 3.36
C 33.41 -33.26 2.24
H 32.30 -26.29 6.81
H 32.02 -25.06 5.58
H 33.48 -25.00 6.64
H 32.06 -26.61 3.80
H 32.26 -27.79 4.96
H 34.54 -27.17 2.90
H 33.27 -28.28 2.59
H 34.60 -28.68 5.11
H 32.62 -30.04 4.79
H 34.11 -30.75 5.07
H 34.68 -30.87 2.49
H 32.90 -30.67 2.35
H 34.19 -32.95 1.55
H 32.49 -33.14 1.67
H 33.25 -34.31 2.51
C 35.31 -18.72 13.47
O 35.52 -17.63 12.59
C 34.40 -17.44 11.72
C 34.90 -16.87 10.38
N 35.19 -17.82 9.25
C 36.18 -18.83 9.66
C 36.49 -19.90 8.59
O 36.76 -19.32 7.28
C 38.16 -19.14 7.06
H 36.17 -18.88 14.11
H 35.08 -19.60 12.87
H 34.50 -18.61 14.20
H 33.84 -16.65 12.22
H 33.76 -18.31 11.59
H 35.85 -16.36 10.53
H 34.35 -16.05 9.91
H 35.71 -17.26 8.58
H 35.77 -19.31 10.55
H 37.10 -18.33 9.96
H 35.65 -20.57 8.41
H 37.27 -20.55 8.97
H 38.63 -20.06 6.71
H 38.63 -18.68 7.93
H 38.22 -18.45 6.22
C 34.30 -21.85 5.01
O 34.55 -23.22 4.69
C 35.88 -23.35 4.24
C 36.34 -24.82 4.00
N 36.18 -25.66 5.17
C 36.93 -26.93 4.99
C 36.77 -27.77 6.23
O 35.45 -28.23 6.51
C 35.05 -27.81 7.79
H 34.48 -21.33 4.07
H 35.01 -21.48 5.76
H 33.31 -21.60 5.41
H 36.57 -22.92 4.97
H 36.07 -22.76 3.34
H 37.36 -24.77 3.63
H 35.75 -25.27 3.20
H 35.19 -25.83 5.13
H 38.00 -26.77 4.86
H 36.66 -27.43 4.06
H 37.29 -27.35 7.09
H 37.41 -28.64 6.06
H 35.15 -26.72 7.88
H 35.64 -28.28 8.57
H 34.00 -28.03 7.98
C 31.25 -19.11 12.25
O 31.07 -19.86 11.07
C 32.14 -19.73 10.14
C 31.93 -20.65 8.91
N 31.73 -22.04 9.34
C 31.66 -22.88 8.13
C 30.85 -24.23 8.36
O 29.57 -24.14 9.02
C 28.63 -23.21 8.43
H 32.25 -19.19 12.68
H 30.60 -19.38 13.08
H 30.93 -18.10 12.00
H 33.09 -20.09 10.52
H 32.27 -18.71 9.77
H 32.88 -20.63 8.36
H 31.07 -20.24 8.38
H 30.83 -22.14 9.79
H 32.72 -22.99 7.90
H 31.19 -22.44 7.25
H 31.43 -24.99 8.87
H 30.60 -24.56 7.35
H 27.68 -23.37 8.93
H 28.41 -23.37 7.37
H 29.00 -22.19 8.45
C 41.73 -23.94 8.25
O 40.95 -24.70 7.77
N 41.41 -23.09 9.21
N 43.00 -23.99 7.95
H 42.07 -22.36 9.44
H 40.45 -23.03 9.51
H 43.24 -24.72 7.29
H 43.61 -23.28 8.33
C 37.47 -23.88 7.93
O 37.88 -23.17 8.83
N 38.13 -24.88 7.37
N 36.27 -23.80 7.49
H 37.73 -25.25 6.52
H 39.11 -25.04 7.53
H 35.61 -23.29 8.07
H 35.99 -24.28 6.65
C 38.82 -20.95 11.17
O 39.36 -21.05 9.86
H 37.98 -21.63 11.29
H 39.57 -21.32 11.86
H 38.60 -19.91 11.43
H 38.79 -21.67 9.40
C 40.42 -27.67 7.05
O 40.01 -27.27 8.36
H 41.47 -27.41 6.92
H 40.28 -28.72 6.77
H 39.80 -27.11 6.35
H 40.34 -26.37 8.45
C 40.28 -25.41 4.00
O 41.63 -25.03 4.04
H 39.84 -25.00 4.91
H 39.84 -25.07 3.07
H 40.25 -26.50 3.99
H 41.58 -24.07 4.14
C 35.15 -22.62 10.91
O 34.28 -23.13 9.87
H 34.74 -22.84 11.89
H 36.15 -23.05 10.94
H 35.33 -21.55 10.92
H 33.45 -22.65 9.94